[1]
C41H45FN6STc | ωB97M-V/def2-TZVPD

Calculated values
Gap between HOMO and LUMO: 6.262 eV
2S+1: 1
Charge: +1
LUMO energy: -4.11 eV

Element x y z (Å)
1 Tc 0.00 -0.14 0.06
2 S 0.04 0.33 2.32
3 C 1.60 1.09 2.44
4 N 2.06 1.72 3.50
5 N 1.30 1.87 4.54
6 C 1.74 2.55 5.70
7 C 0.83 2.65 6.75
8 C 1.22 3.31 7.91
9 C 2.49 3.85 8.01
10 C 3.38 3.74 6.94
11 C 3.01 3.08 5.78
12 N 2.52 0.98 1.44
13 N 2.08 0.41 0.40
14 C 3.14 0.16 -0.57
15 C 4.04 1.18 -0.85
16 C 5.07 0.94 -1.74
17 C 5.20 -0.31 -2.34
18 C 4.31 -1.32 -2.03
19 C 3.27 -1.09 -1.14
20 H 0.35 1.50 4.53
21 H -0.16 2.23 6.66
22 H 0.52 3.40 8.73
23 H 2.79 4.37 8.91
24 H 4.37 4.16 7.02
25 H 3.69 2.98 4.95
26 H 3.93 2.15 -0.38
27 H 5.77 1.73 -1.97
28 H 6.01 -0.49 -3.03
29 H 4.42 -2.30 -2.47
30 H 2.59 -1.89 -0.89
31 C -1.69 3.13 3.15
32 C -2.39 2.60 1.89
33 C -3.90 2.73 2.05
34 C -1.87 3.32 0.66
35 C -2.02 4.70 0.61
36 C -1.56 5.44 -0.46
37 C -0.94 4.79 -1.51
38 C -0.75 3.41 -1.53
39 C -0.09 2.85 -2.78
40 C -0.90 1.78 -3.50
41 C 1.34 2.41 -2.51
42 C -1.22 2.68 -0.42
43 N -1.17 1.24 -0.40
44 C -2.41 0.48 -0.39
45 C -2.41 -0.54 -1.51
46 C -2.77 -1.14 -2.65
47 C -2.26 -2.50 -2.55
48 C -1.66 -2.72 -1.34
49 N -1.76 -1.48 -0.69
50 C -0.95 -3.93 -0.80
51 C 0.07 -4.41 -1.84
52 C -0.21 -3.59 0.50
53 C -1.97 -5.03 -0.52
54 H -1.99 2.55 4.02
55 H -1.95 4.17 3.34
56 H -0.60 3.09 3.05
57 H -2.15 1.55 1.82
58 H -4.18 3.75 2.32
59 H -4.26 2.07 2.84
60 H -4.44 2.49 1.13
61 H -2.52 5.20 1.43
62 H -1.70 6.51 -0.49
63 H -0.59 5.36 -2.36
64 H -0.04 3.71 -3.45
65 H -0.99 0.87 -2.91
66 H -0.41 1.51 -4.43
67 H -1.90 2.14 -3.74
68 H 1.36 1.60 -1.79
69 H 1.94 3.23 -2.12
70 H 1.81 2.04 -3.43
71 H -3.32 1.04 -0.18
72 H -3.30 -0.72 -3.49
73 H -2.33 -3.24 -3.32
74 H 0.73 -3.59 -2.14
75 H -0.43 -4.78 -2.74
76 H 0.67 -5.22 -1.44
77 H 0.53 -2.80 0.35
78 H 0.34 -4.47 0.85
79 H -0.89 -3.29 1.29
80 H -2.57 -5.25 -1.41
81 H -2.66 -4.74 0.28
82 H -1.47 -5.95 -0.22
83 F 0.60 -0.70 -1.64
84 C -1.99 -0.74 0.51
85 C -2.82 -1.25 1.64
86 C -4.20 -1.28 1.38
87 C -5.08 -1.74 2.35
88 C -4.59 -2.17 3.58
89 C -3.23 -2.16 3.82
90 C -2.34 -1.71 2.86
91 H -4.58 -0.95 0.42
92 H -6.14 -1.76 2.14
93 H -5.28 -2.52 4.34
94 H -2.85 -2.52 4.77
95 H -1.28 -1.74 3.05

***

[2]
C8H13NO4S | ωB97M-V/def2-TZVPD

Calculated values
Gap between HOMO and LUMO: 10.234 eV
2S+1: 1
Charge: 0
LUMO energy: 0.49 eV

Element x y z (Å)
1 C 1.19 -0.70 1.37
2 C 0.05 -1.80 -0.32
3 C 2.05 1.10 -0.16
4 C -0.17 -0.99 0.99
5 C 1.87 -0.36 0.00
6 C 0.83 -0.70 -1.05
7 C -0.11 0.55 -0.96
8 C -0.89 0.21 0.29
9 N 0.91 1.68 -0.96
10 O -3.50 -0.58 1.06
11 O -3.15 1.41 -0.37
12 O -2.60 -0.89 -1.19
13 O -0.90 1.52 1.50
14 S -2.68 -0.07 -0.03
15 H 1.19 0.21 1.94
16 H 1.64 -1.44 1.88
17 H 0.78 -2.74 -0.12
18 H -0.96 -2.07 -0.76
19 H 2.21 1.62 0.84
20 H 3.03 1.29 -0.62
21 H -0.93 -1.42 1.61
22 H 2.84 -0.87 -0.24
23 H 1.22 -1.09 -2.04
24 H -0.78 0.80 -1.83
25 H -0.42 2.18 0.95
26 H 1.28 1.75 -1.87
27 H -4.01 1.42 0.08

***

[3]
C29H26N6NdS2 | ωB97M-V/def2-TZVPD

Calculated values
Gap between HOMO and LUMO (alpha / beta): 7.065 / 7.136 eV
2S+1: 4
Charge: +1
LUMO energy (alpha / beta): -3.07 / -3.01 eV

Element x y z (Å)
1 Nd 0.66 -0.41 0.54
2 C -2.54 0.33 -0.90
3 C -2.94 0.25 0.57
4 C -2.32 1.36 1.37
5 C -3.10 2.19 2.15
6 C -2.51 3.24 2.83
7 C -1.15 3.44 2.69
8 C -0.43 2.56 1.91
9 N -0.99 1.52 1.27
10 N -1.33 -0.45 -1.24
11 C -1.72 -1.86 -1.40
12 C -0.57 -2.76 -1.73
13 C -0.83 -3.97 -2.36
14 C 0.22 -4.84 -2.62
15 C 1.49 -4.47 -2.24
16 C 1.67 -3.24 -1.63
17 N 0.67 -2.39 -1.36
18 C -0.83 0.05 -2.53
19 C -0.17 1.40 -2.38
20 C -0.41 2.43 -3.27
21 C 0.21 3.65 -3.07
22 C 1.04 3.81 -1.98
23 C 1.23 2.73 -1.14
24 N 0.64 1.54 -1.33
25 H -2.35 1.38 -1.16
26 H -3.36 -0.01 -1.54
27 H -2.69 -0.73 0.99
28 H -4.03 0.31 0.66
29 H -4.16 2.00 2.24
30 H -3.10 3.89 3.46
31 H -0.63 4.25 3.20
32 H 0.64 2.65 1.83
33 H -2.48 -1.95 -2.18
34 H -2.17 -2.20 -0.46
35 H -1.84 -4.22 -2.64
36 H 0.04 -5.79 -3.11
37 H 2.35 -5.10 -2.42
38 H 2.66 -2.94 -1.32
39 H -1.66 0.13 -3.25
40 H -0.11 -0.66 -2.95
41 H -1.08 2.27 -4.10
42 H 0.04 4.47 -3.75
43 H 1.53 4.75 -1.77
44 H 1.87 2.81 -0.27
45 C 3.86 1.23 1.01
46 C 3.66 0.68 -0.25
47 C 3.53 -0.70 -0.39
48 C 3.58 -1.53 0.74
49 C 3.78 -0.97 1.99
50 C 3.94 0.41 2.12
51 H 3.98 2.30 1.12
52 H 3.62 1.31 -1.13
53 H 3.40 -1.11 -1.38
54 H 3.47 -2.60 0.64
55 H 3.80 -1.60 2.87
56 H 4.09 0.84 3.11
57 S -0.12 -2.79 1.57
58 C -1.02 -1.84 2.72
59 C -2.41 -2.20 2.86
60 N -3.52 -2.49 2.87
61 C -0.55 -0.75 3.41
62 S 1.07 -0.14 3.26
63 C -1.44 -0.05 4.29
64 N -2.15 0.57 4.96

***

[4]
C5H9NO | ωB97M-V/def2-TZVPD

Calculated values
Gap between HOMO and LUMO: 10.632 eV
2S+1: 1
Charge: 0
LUMO energy: 1.00 eV

Element x y z (Å)
1 H 1.73 2.43 -0.56
2 N 2.25 1.55 -0.50
3 C 1.46 0.63 -0.13
4 C 1.96 -0.77 0.05
5 O 0.16 0.93 0.14
6 C -0.78 -0.04 0.54
7 C -1.66 -0.66 -0.50
8 C -2.19 0.42 0.41
9 H 1.83 -1.13 1.08
10 H 1.44 -1.47 -0.62
11 H 3.02 -0.77 -0.19
12 H -0.49 -0.63 1.40
13 H -1.48 -0.39 -1.54
14 H -2.01 -1.68 -0.35
15 H -2.31 1.41 -0.01
16 H -2.90 0.16 1.19

***

[5]
C4H12N2 | ωB97M-V/def2-TZVPD

Calculated values
Gap between HOMO and LUMO: 9.966 eV
2S+1: 1
Charge: 0
LUMO energy: 1.08 eV

Element x y z (Å)
1 C -1.87 -0.12 -1.33
2 N -0.78 -1.12 -1.00
3 C 0.46 -0.37 -0.69
4 C 0.89 0.02 0.73
5 C 1.63 1.38 0.71
6 N -0.18 0.06 1.71
7 H -1.62 0.79 -0.79
8 H -2.07 0.06 -2.40
9 H -2.76 -0.58 -0.87
10 H -0.69 -1.73 -1.79
11 H 1.27 -0.90 -1.20
12 H 0.49 0.55 -1.32
13 H 1.65 -0.66 1.10
14 H 2.15 1.64 1.66
15 H 1.14 2.37 0.84
16 H 2.35 1.48 -0.11
17 H -0.61 -0.85 1.80
18 H -0.90 0.73 1.46

***

[6]
C24H28FN3O6S | ωB97M-V/def2-TZVPD

Calculated values
Gap between HOMO and LUMO: 8.416 eV
2S+1: 1
Charge: 0
LUMO energy: 0.57 eV

Element x y z (Å)
1 O -0.33 0.10 -2.40
2 C -1.21 -0.40 -1.74
3 C -2.68 -0.42 -2.21
4 O -3.48 0.42 -1.38
5 C -3.98 -0.09 -0.25
6 O -3.82 -1.23 0.09
7 C -4.74 0.96 0.52
8 C -3.93 2.23 0.59
9 C -4.44 3.46 0.20
10 C -3.66 4.60 0.25
11 C -2.34 4.52 0.68
12 C -1.80 3.31 1.08
13 C -2.62 2.19 1.03
14 F -2.11 0.99 1.42
15 N -1.04 -1.00 -0.54
16 C 0.15 -0.90 0.22
17 C 0.69 0.37 0.35
18 C 1.86 0.57 1.06
19 S 2.51 2.22 1.20
20 O 3.39 2.27 2.33
21 O 1.41 3.15 1.14
22 N 3.45 2.53 -0.14
23 C 4.73 1.87 -0.22
24 C 4.65 0.61 -1.09
25 O 4.12 0.91 -2.36
26 C 2.81 1.45 -2.26
27 C 2.81 2.73 -1.42
28 C 2.50 -0.50 1.65
29 C 1.97 -1.76 1.53
30 C 0.78 -2.02 0.81
31 N 0.33 -3.30 0.70
32 C 1.15 -4.44 1.07
33 C 0.43 -5.63 0.45
34 C -1.03 -5.21 0.58
35 C -0.99 -3.72 0.26
36 H -3.06 -1.44 -2.19
37 H -2.73 0.01 -3.21
38 H -4.94 0.56 1.52
39 H -5.69 1.15 0.02
40 H -5.46 3.53 -0.15
41 H -4.07 5.55 -0.05
42 H -1.72 5.41 0.71
43 H -0.78 3.23 1.39
44 H -1.87 -1.36 -0.08
45 H 0.20 1.21 -0.09
46 H 5.04 1.64 0.80
47 H 5.45 2.57 -0.67
48 H 5.64 0.20 -1.26
49 H 4.02 -0.15 -0.59
50 H 2.49 1.66 -3.28
51 H 2.13 0.70 -1.83
52 H 1.79 3.07 -1.22
53 H 3.35 3.51 -1.95
54 H 3.40 -0.32 2.23
55 H 2.48 -2.58 2.01
56 H 1.20 -4.55 2.16
57 H 2.17 -4.33 0.67
58 H 0.70 -5.73 -0.60
59 H 0.65 -6.56 0.96
60 H -1.37 -5.37 1.60
61 H -1.69 -5.75 -0.09
62 H -1.77 -3.18 0.80
63 H -1.11 -3.55 -0.81

***

[7]
C3H9N2O2 | ωB97M-V/def2-TZVPD

Calculated values
Gap between HOMO and LUMO: 11.360 eV
2S+1: 1
Charge: +1
LUMO energy: -3.87 eV

Element x y z (Å)
1 C 1.86 0.79 -0.14
2 C 0.70 -0.11 -0.03
3 N 0.82 -1.45 -0.15
4 N -0.48 0.47 0.30
5 C -1.75 -0.08 0.44
6 O -1.91 -1.00 -0.62
7 O -2.72 0.90 0.28
8 H 2.14 1.13 0.88
9 H 1.63 1.78 -0.53
10 H 2.65 0.27 -0.60
11 H 1.81 -1.76 -0.30
12 H 0.14 -2.09 -0.40
13 H -0.42 1.47 0.04
14 H -1.90 -0.77 1.32
15 H -2.80 -1.12 -0.90
16 H -2.89 1.26 1.22

***

[8]
C2H4ClO3PS2 | ωB97M-V/def2-TZVPD

Calculated values
Gap between HOMO and LUMO (alpha / beta): 5.991 / 5.990 eV
2S+1: 1
Charge: -2
LUMO energy (alpha / beta): 5.48 / 5.48 eV

Element x y z (Å)
1 C -1.07 0.82 0.90
2 C 0.37 0.95 0.47
3 O 0.07 -0.69 -1.48
4 O -0.19 1.86 -2.03
5 O 2.22 0.79 -1.67
6 P 0.73 0.81 -1.36
7 S -1.64 1.56 2.42
8 S 1.50 -1.61 0.95
9 Cl 1.41 2.00 1.27
10 H -1.42 1.24 -0.10
11 H -1.46 -0.23 0.87
12 H 2.81 -1.71 0.77
13 H 0.73 -0.94 -0.75

***

[9]
C29H41N9O4Sc | ωB97M-V/def2-TZVPD

Calculated values
Gap between HOMO and LUMO: 8.168 eV
2S+1: 1
Charge: +1
LUMO energy: -2.08 eV

Element x y z (Å)
1 Sc 0.01 0.19 0.48
2 C -0.80 3.40 -0.33
3 C -0.06 3.41 1.01
4 N -0.18 2.14 1.76
5 C 0.53 2.22 3.06
6 C -0.41 2.64 4.18
7 N -1.59 1.78 4.22
8 C -1.40 0.45 4.79
9 C -1.12 -0.63 3.74
10 C -2.24 -0.72 2.72
11 N -1.78 -1.02 1.34
12 C -2.88 -0.90 0.36
13 C -3.23 0.56 0.12
14 N -2.03 1.30 -0.30
15 C -2.17 2.76 -0.24
16 H -0.21 2.88 -1.09
17 H -0.88 4.44 -0.67
18 H 1.01 3.59 0.84
19 H -0.43 4.23 1.63
20 H -1.16 2.04 2.03
21 H 1.36 2.92 2.97
22 H 0.97 1.25 3.29
23 H -0.75 3.67 4.01
24 H 0.15 2.64 5.12
25 H -2.33 2.26 4.71
26 H -2.30 0.18 5.34
27 H -0.58 0.45 5.53
28 H -0.97 -1.59 4.25
29 H -0.17 -0.42 3.24
30 H -2.73 0.26 2.68
31 H -3.00 -1.45 3.02
32 H -1.45 -1.99 1.31
33 H -3.76 -1.45 0.70
34 H -2.54 -1.35 -0.58
35 H -3.62 1.02 1.03
36 H -4.02 0.62 -0.63
37 H -1.87 1.03 -1.27
38 H -2.67 3.02 0.70
39 H -2.83 3.12 -1.04
40 O -2.49 -0.13 -3.08
41 C -1.56 -0.33 -4.07
42 C -1.97 -0.64 -5.36
43 C -1.04 -0.78 -6.38
44 C 0.31 -0.59 -6.12
45 C 0.71 -0.29 -4.83
46 C -0.20 -0.18 -3.78
47 C 0.28 0.06 -2.40
48 O -0.34 -0.54 -1.42
49 N 1.32 0.82 -2.24
50 N 1.64 0.85 -0.87
51 C 2.88 1.04 -0.60
52 C 3.45 0.87 0.72
53 C 4.78 1.29 0.92
54 C 5.42 1.07 2.11
55 C 4.76 0.38 3.12
56 C 3.47 -0.07 2.95
57 C 2.78 0.18 1.75
58 O 1.53 -0.23 1.61
59 H -3.36 -0.18 -3.47
60 H -3.03 -0.75 -5.57
61 H -1.38 -1.01 -7.38
62 H 1.04 -0.68 -6.91
63 H 1.76 -0.14 -4.60
64 H 3.55 1.27 -1.42
65 H 5.29 1.80 0.11
66 H 6.44 1.41 2.25
67 H 5.27 0.18 4.06
68 H 2.96 -0.63 3.72
69 C 2.58 -2.58 -3.06
70 N 1.43 -2.95 -2.24
71 C 0.30 -3.45 -2.78
72 C -0.74 -3.83 -2.01
73 C -0.56 -3.68 -0.61
74 N 0.49 -3.13 -0.06
75 C 1.54 -2.73 -0.85
76 O 2.56 -2.21 -0.43
77 N -1.56 -4.08 0.26
78 H 2.36 -2.80 -4.10
79 H 3.45 -3.15 -2.73
80 H 2.80 -1.52 -2.93
81 H 0.29 -3.54 -3.86
82 H -1.64 -4.25 -2.44
83 H -1.20 -4.34 1.17
84 H -2.24 -4.72 -0.11

***

[10]
C5H7BrClNO2 | ωB97M-V/def2-TZVPD

Calculated values
Gap between HOMO and LUMO: 9.587 eV
2S+1: 1
Charge: 0
LUMO energy: 0.02 eV

Element x y z (Å)
1 C 2.38 -2.12 0.35
2 O 1.73 -0.99 0.96
3 C 0.74 -0.51 0.29
4 N 0.37 -0.94 -0.86
5 O -0.67 -0.14 -1.29
6 C -1.18 0.61 -0.38
7 C -1.87 1.91 -0.84
8 Br -2.91 -0.44 0.46
9 C -0.11 0.69 0.77
10 Cl 0.76 2.26 0.92
11 H 3.06 -2.56 1.14
12 H 2.90 -1.84 -0.52
13 H 1.51 -2.82 0.08
14 H -2.90 1.81 -1.38
15 H -1.19 2.42 -1.56
16 H -2.11 2.29 0.16
17 H -0.53 0.37 1.69

***

[11]
C25H30N2O6 | ωB97M-V/def2-TZVPD

Calculated values
Gap between HOMO and LUMO: 8.565 eV
2S+1: 1
Charge: 0
LUMO energy: 0.60 eV

Element x y z (Å)
1 C 4.30 4.37 -4.13
2 C 4.53 3.84 -2.71
3 O 3.60 2.83 -2.35
4 C 2.33 3.18 -2.02
5 C 1.85 4.47 -1.88
6 C 0.53 4.69 -1.52
7 C -0.33 3.63 -1.29
8 C 0.15 2.34 -1.43
9 N -0.70 1.23 -1.20
10 C -1.94 1.09 -1.80
11 O -2.48 1.92 -2.49
12 C -2.49 -0.27 -1.42
13 C -1.48 -0.86 -0.44
14 N -1.01 -2.19 -0.82
15 C -1.60 -3.34 -0.18
16 C -0.93 -3.70 1.16
17 C -1.31 -2.75 2.25
18 C -2.54 -2.85 2.88
19 C -2.91 -1.95 3.86
20 C -2.05 -0.93 4.24
21 O -2.32 0.01 5.19
22 C -3.55 -0.06 5.88
23 C -0.79 -0.81 3.61
24 O -0.02 0.21 4.03
25 C 1.26 0.38 3.45
26 C -0.44 -1.73 2.63
27 C -0.01 -2.21 -1.74
28 O 0.40 -1.16 -2.21
29 C 0.53 -3.56 -2.16
30 C 1.73 -3.39 -3.09
31 C -0.32 0.14 -0.45
32 O 0.66 0.08 0.24
33 C 1.47 2.10 -1.79
34 H 5.07 5.09 -4.38
35 H 4.34 3.55 -4.84
36 H 3.33 4.84 -4.21
37 H 5.50 3.33 -2.66
38 H 4.53 4.65 -1.98
39 H 2.49 5.33 -2.04
40 H 0.17 5.70 -1.41
41 H -1.36 3.80 -1.02
42 H -3.49 -0.16 -1.00
43 H -2.57 -0.87 -2.33
44 H -1.87 -0.92 0.58
45 H -2.66 -3.12 -0.01
46 H -1.54 -4.19 -0.87
47 H -1.25 -4.71 1.42
48 H 0.15 -3.71 1.02
49 H -3.23 -3.64 2.60
50 H -3.87 -2.05 4.33
51 H -4.40 0.06 5.20
52 H -3.65 -1.00 6.42
53 H -3.53 0.76 6.59
54 H 1.19 0.51 2.36
55 H 1.67 1.28 3.90
56 H 1.91 -0.47 3.68
57 H 0.51 -1.64 2.14
58 H -0.26 -4.11 -2.67
59 H 0.82 -4.12 -1.27
60 H 2.52 -2.84 -2.58
61 H 1.44 -2.83 -3.97
62 H 2.11 -4.36 -3.40
63 H 1.83 1.10 -1.91